[1]
Molecular formula: C2H5N3O
Method: DFT, the ωB97M-V functional and the def2-TZVPD basis

## Properties
Energy in eV: -8670.14750
M in g/mol: 87.08
Energy relative to the best compared isomer or geometry (same formula, charge and spin) in kcal/mol: 80.6
Total charge: 0
Gap between HOMO and LUMO in eV: 10.63
HOMO level in eV: -9.95
SMILES: [H]/N=C/N(N)C=O

```
11
Properties=species:S:1:pos:R:3:forces:R:3
H 0.140142 -1.725417 0.428081 0.46 -1.12 0.06
N -1.683818 -0.744079 -0.173723 4.30 -0.10 1.11
C -0.373840 -0.849343 0.143054 -3.57 0.50 -1.69
H 2.433225 1.333875 -0.183186 -2.58 -1.11 0.70
C 1.793487 0.333912 -0.021748 -0.21 3.35 -1.09
N 0.357250 0.278682 0.066449 -0.57 2.51 -0.46
H -1.964073 -1.676336 -0.171186 -1.28 -2.07 0.18
H -1.422569 1.132350 -0.754399 2.73 0.47 1.59
O 2.462821 -0.628840 -0.106106 0.55 -2.51 0.39
N -0.636747 1.425846 -0.009957 1.77 -0.29 -2.86
H -1.105880 1.119355 0.782726 -1.60 0.37 2.09
```
Forces are in eV/Å.

Mulliken atomic charge list, values in e, 5 entries: H 0.421; N -0.687; C -0.084; H 0.327; C 0.073

***

[2]
Molecular formula: C21H64N14O9
Method: DFT, the ωB97M-V functional and the def2-TZVPD basis

## Properties
Energy in eV: -62102.57733
M in g/mol: 656.83
Energy relative to the best compared isomer or geometry (same formula, charge and spin) in kcal/mol: 113.2
Total charge: 0
Gap between HOMO and LUMO in eV: 8.97
HOMO level in eV: -8.87
SMILES: COC[C@H](C)N.COC[C@H](C)N.COC[C@H](C)N.COC[C@H](C)N.NC(N)=O.NC(N)=O.NC(N)=O.NC(N)=O.NC(N)=O

```
108
Properties=species:S:1:pos:R:3:forces:R:3
H 4.428787 -0.674745 4.321557 -0.04 -0.43 0.54
N -0.929381 3.709217 -3.784832 -0.62 -0.39 0.61
H 2.138455 7.477438 1.506106 -0.14 0.48 -0.34
H 2.680144 0.403255 -2.781139 -0.87 0.30 0.72
C 0.374314 1.897643 -4.736863 1.27 -0.08 0.80
H -2.994304 -4.385950 2.923699 0.27 -0.25 -0.65
H -1.189164 -1.587281 0.082424 -0.28 0.24 0.11
H -0.885421 -4.831727 5.793791 -0.54 -0.22 -0.25
C 0.267964 2.252593 -0.351766 -0.22 -0.77 0.94
H -4.045394 -2.416241 -2.351983 -0.02 -0.32 0.26
C 3.293327 -1.662048 3.033850 0.16 1.49 0.34
H -3.174823 1.525961 1.693427 0.04 -0.07 -0.05
H -0.664054 -0.754469 -2.618918 0.04 -0.17 -0.18
H -0.770538 -3.820851 3.494635 0.09 0.48 -0.59
H 2.277486 -2.992509 2.075251 -0.16 -0.83 0.64
N -0.411566 -2.176072 -0.179828 0.52 0.02 -0.06
H -0.533495 4.425794 -4.376362 0.01 -0.06 -0.33
N -3.864026 -1.509948 0.576980 0.09 -0.51 3.35
N -2.327312 0.977156 1.668230 -1.91 0.67 -2.61
C -3.824661 -1.344329 -0.711508 -0.08 2.66 -0.43
H -0.051327 2.390282 -1.384815 0.42 -1.24 -0.21
H 3.863769 -2.322595 4.814782 0.63 0.85 0.36
H -4.133620 -3.329840 -0.844118 0.00 0.18 -0.58
N -2.606406 4.249238 -1.484029 2.13 5.15 -0.39
O -3.691533 -0.257275 -1.254352 0.42 0.50 -0.67
O 0.986216 1.591191 -3.434702 -0.20 -0.69 -0.83
H -1.033163 3.152551 -6.496615 -0.03 0.23 -0.19
H 3.920615 2.752647 0.464467 0.12 0.23 -0.24
C 2.947269 4.849012 1.701499 0.56 2.15 1.21
H 0.631799 -4.926502 5.070670 0.16 0.42 -0.85
N 3.971055 2.710656 1.472332 2.64 -1.20 -1.28
H 3.944738 1.720888 1.671783 -0.04 -0.20 0.38
H -0.967638 -0.108691 -4.193614 -0.13 0.29 0.83
H -0.137052 -0.054049 3.634794 0.11 0.20 -0.32
H 2.889792 -3.520672 3.700608 -0.37 -0.17 -0.81
H 0.981334 -0.164444 -1.305158 -0.61 -0.22 -0.30
C -3.312672 3.207792 -1.217198 0.80 -2.79 1.48
C 1.478452 6.658629 1.219653 0.53 -0.30 0.03
O 0.105039 0.870331 0.274906 0.45 1.65 -1.83
H -0.336714 3.654232 -2.968860 0.23 -0.21 0.04
N -4.007752 -2.461110 -1.343686 -0.40 -3.25 -3.02
C -0.325571 -1.819336 -4.345352 0.15 -0.89 -2.62
H 2.058552 0.179444 -0.083452 0.12 0.19 0.80
C 2.923548 3.394542 2.048471 -3.40 0.38 2.68
H -1.783932 1.116566 0.828344 -0.01 -0.14 0.33
H -3.631643 1.414710 -2.120610 -0.17 0.05 0.28
C -0.617068 -5.549728 2.302015 -1.17 -0.48 4.74
C 2.881671 3.153042 3.621572 0.75 0.03 -1.03
N -0.802529 -0.913832 -3.606603 -2.58 8.04 1.86
O -0.984492 -4.785788 1.245999 -0.03 1.19 -0.24
C -0.657786 -5.500587 0.126844 -0.27 -0.91 -2.18
H 1.971738 2.989035 1.705378 -0.56 0.12 -0.01
N -2.577683 -4.849452 3.718479 0.53 -0.54 -0.13
H 1.679132 6.346773 0.194673 0.06 0.23 -0.28
H 1.968066 3.445675 4.139060 -0.11 0.00 -0.46
O -2.516319 0.590363 3.844568 0.05 -0.68 0.21
H -1.237651 -6.422216 0.077363 0.01 -0.38 0.16
H -2.640160 3.338611 -5.810693 0.20 0.20 0.77
H -3.075936 2.750122 -3.109273 -0.29 -0.43 0.04
H 3.712871 5.336486 2.305096 0.67 -0.23 0.12
C -0.402749 -5.223391 4.898403 0.20 -1.71 0.20
H 2.039823 -3.359910 0.423315 -0.30 -0.79 -0.84
H -2.098274 1.799159 -6.307068 0.23 -0.28 0.12
C 2.270590 1.007691 -3.590468 1.04 0.10 -0.82
H -2.359115 4.859876 -0.718483 -0.22 -0.14 -0.20
N 2.722163 -2.843928 2.969844 -1.61 -1.84 -1.55
H 3.070909 2.090239 3.772333 -0.30 -0.17 0.07
H -0.039909 0.445486 1.921790 0.23 0.11 0.43
H 1.973380 -2.633143 -1.263700 -0.35 -0.18 0.22
O 1.768533 5.587195 2.084543 -0.53 -1.44 -0.48
N 3.956639 -1.553978 4.166172 1.61 0.77 1.96
N -3.448096 2.400963 -2.237672 -0.91 -1.40 -3.38
H 3.711856 3.652860 4.120657 0.13 0.25 -0.15
H 0.399918 -5.763671 0.138880 0.19 0.04 -0.34
O -3.536929 2.856336 -0.086573 -1.46 -0.18 2.61
H 1.282914 2.610753 -0.179451 0.10 -0.31 -0.27
H -1.192178 -6.474419 2.349867 0.31 -0.64 -0.55
H 0.394805 1.023419 -5.387577 0.04 -0.21 0.00
C -1.078484 -4.861744 3.593721 -0.77 2.98 0.25
N -0.527270 0.364918 2.802753 2.05 -1.29 0.89
H -0.346701 -6.311840 4.914456 -0.26 -0.28 0.71
O -0.157965 -1.777840 -5.507777 1.46 1.50 -5.65
H -2.896965 -4.222662 4.443250 0.42 -0.10 0.66
H 3.027439 -2.075927 0.055251 -0.17 0.68 -0.12
H 0.696052 -1.450661 1.442659 0.83 -0.56 0.20
H -1.521735 1.600802 -3.991458 -0.40 0.76 0.82
H -0.633506 -2.590515 -2.782619 0.42 -2.40 0.94
C -1.752654 2.705801 -5.810434 0.45 -0.63 -0.81
H 3.037503 1.755803 -3.791137 -0.02 0.52 0.14
H -3.954986 -2.470519 0.875523 0.12 0.62 0.74
C -1.011908 2.422349 -4.494692 -0.14 0.77 -0.80
H -0.389243 2.985411 0.116387 -0.17 -0.60 0.93
H 0.989551 2.691632 -5.160140 0.06 0.06 -0.44
H -3.602910 -0.748867 1.187455 0.04 -0.03 0.19
H 3.277673 5.092843 0.691806 -0.49 -0.42 -0.52
N -0.330265 -2.882643 -3.700675 0.79 -7.02 4.75
C 0.825224 -1.600005 0.370688 0.43 2.41 -2.27
H -0.949911 -4.970531 -0.779693 0.37 0.37 0.08
H 2.401328 0.334339 -4.437588 -0.81 -0.15 -0.38
C 1.019219 -0.120758 -0.216696 0.46 -0.73 -0.50
H 0.437145 -5.721755 2.519175 0.49 -0.11 -1.04
H 0.149448 -3.723267 -3.989334 -0.21 0.26 0.37
C 2.036634 -2.458582 -0.189628 -0.56 0.68 1.81
H -0.521339 -3.020080 0.363951 -0.51 -0.31 -0.10
H -2.168428 4.390727 -2.383061 -0.17 0.01 0.01
H 0.429194 6.950206 1.265803 0.06 -0.07 0.40
C -1.826616 0.589944 2.822541 -1.07 1.17 2.11
O 3.196852 -0.747705 2.237726 -0.09 0.37 -1.05
```
Forces are in eV/Å.

Mulliken atomic charge list, values in e, 5 entries: H 0.250; N -0.439; H 0.303; H 0.215; C -1.169

***

[3]
Molecular formula: C2H4O2S
Method: DFT, the ωB97M-V functional and the def2-TZVPD basis

## Properties
Energy in eV: -17068.24995
M in g/mol: 92.12
Energy relative to the best compared isomer or geometry (same formula, charge and spin) in kcal/mol: 23.5
Total charge: 0
Gap between HOMO and LUMO in eV: 10.31
HOMO level in eV: -9.94
SMILES: O=C(S)CO

```
9
Properties=species:S:1:pos:R:3:forces:R:3
H -2.114771 -0.791568 0.825491 0.05 0.08 -0.61
O -1.896225 -0.534409 -0.088679 0.06 -1.19 0.56
C -1.164667 0.646080 -0.038940 -1.52 2.06 0.65
H -0.200342 -1.577014 0.116921 0.71 -0.12 -0.23
H -1.392469 1.194620 -0.935449 -0.08 0.27 -0.66
C 0.329262 0.663546 0.025866 3.63 -0.03 0.17
O 1.097538 1.635247 0.032877 -2.85 -2.29 0.00
S 1.047079 -1.046375 -0.014849 -0.91 1.02 0.25
H -1.643750 1.251507 0.755464 0.90 0.20 -0.13
```
Forces are in eV/Å.

Mulliken atomic charge list, values in e, 5 entries: H 0.349; O -0.548; C -0.294; H 0.171; H 0.252

***

[4]
Molecular formula: C8H14BBr3IN3O7P2
Method: DFT, the ωB97M-V functional and the def2-TZVPD basis

## Properties
Energy in eV: -264802.25186
M in g/mol: 703.59
Total charge: 0
Gap between HOMO and LUMO in eV: 8.02
HOMO level in eV: -9.04
SMILES: [H]/N=C\C[C@](N)(I)O[C@@H](B(O)OC)[C@H](OC#N)OC(Br)(P(O)Br)P(O)Br

```
39
Properties=species:S:1:pos:R:3:forces:R:3
H 1.298651 0.242815 3.619178 0.55 -1.52 -0.60
H -1.203399 -0.974425 4.447444 -0.29 0.65 -2.34
P -2.930824 -2.106180 -1.624837 -1.09 -1.95 -2.21
C 2.129360 1.154015 -0.105481 1.83 2.09 -2.56
O -4.562273 -0.631831 0.791467 3.07 1.67 1.12
H 0.802724 2.664032 -0.875437 0.53 -1.36 -0.08
H 3.169569 4.275411 -0.640134 -0.05 0.01 -0.71
O -1.081505 -0.417951 -0.212591 0.48 -1.40 -2.92
C -1.315630 -0.661442 3.302938 -0.16 0.04 2.43
N 1.027897 1.654611 -0.974340 -0.23 -1.25 0.89
H -0.910432 0.448015 3.250088 -1.01 -2.24 -0.30
H -0.350461 -2.453723 -0.392529 0.55 2.53 -0.14
O -4.643291 -1.976893 -2.075505 2.46 2.21 0.74
N 0.172896 -3.742131 -2.992105 2.77 10.25 3.93
Br -2.528144 2.005860 1.186786 -0.40 -1.11 -0.48
C 3.369147 2.843976 -1.934594 -0.25 3.00 0.12
H 1.799455 -2.212118 0.460204 -0.87 2.38 -0.15
H 1.043773 1.319683 -1.957254 0.24 0.37 1.13
C 3.553589 1.642136 -0.851579 1.43 -0.55 0.37
C 0.003425 -1.323181 -0.539372 0.96 -2.08 2.29
C -2.207773 -0.416212 -1.133431 -0.32 1.36 3.40
H -4.192646 -0.662773 1.738031 -0.74 -0.28 -1.87
C 1.291421 -1.122588 0.508847 -1.69 -2.52 0.59
H -4.842798 -1.040162 -2.396636 0.27 -1.60 0.61
B 0.784592 -1.091910 2.109042 -1.01 0.40 2.62
P -3.638970 0.490566 -0.162007 -1.79 0.36 -0.28
Br -3.007758 -3.554821 0.180510 -0.12 1.26 -0.43
O 2.318230 -0.224346 0.137564 -0.87 1.31 -0.64
O -0.546785 -1.631155 2.512533 1.88 2.61 -1.20
C 0.462866 -2.565843 -2.532002 -2.53 -5.44 -1.63
H 4.367583 1.972019 -0.043336 -1.86 -0.69 -1.77
I 2.105524 2.486291 1.689923 -0.44 -0.52 -0.15
O 1.644383 -0.607443 3.219835 -2.13 0.42 -2.41
H -2.482941 -0.704346 3.092322 2.68 0.04 -0.02
O 0.570403 -1.241680 -1.885843 -0.97 -4.15 -1.89
N 3.175493 4.180847 -1.680044 0.92 -5.82 -0.16
H 4.021455 0.678789 -1.371953 -1.16 2.09 0.88
Br -1.940014 0.782631 -2.764251 -0.32 -1.23 1.21
H 3.459402 2.545341 -3.086472 -0.32 0.63 2.64
```
Forces are in eV/Å.

Mulliken atomic charge list, values in e, 5 entries: H 0.272; H 0.255; P 0.375; C -0.198; O -0.421

***

[5]
Molecular formula: C2H5N3O2S
Method: DFT, the ωB97M-V functional and the def2-TZVPD basis

## Properties
Energy in eV: -21546.69860
M in g/mol: 135.15
Energy relative to the best compared isomer or geometry (same formula, charge and spin) in kcal/mol: 212.5
Total charge: 0
Gap between HOMO and LUMO in eV: 7.61
HOMO level in eV: -8.30

```
13
Properties=species:S:1:pos:R:3:forces:R:3
N 0.605842 1.805466 0.279387 0.41 3.10 3.80
H -0.473580 -2.600167 -0.585147 3.10 4.35 1.50
H 2.197188 -1.292485 -0.428265 -2.02 -3.84 3.48
H 0.044753 1.749757 1.544573 2.57 0.92 -4.42
N 0.910197 0.499241 -0.037713 -0.08 -3.18 0.13
O -1.720382 1.174838 -0.378626 1.11 0.43 -1.27
H -0.766087 1.467864 -0.533614 -0.96 1.67 0.19
O 1.563877 -2.182734 0.257753 1.07 5.37 -4.60
C -0.058883 -0.448250 -0.082959 1.15 4.64 -0.68
C -1.528654 -0.093800 -0.190392 -0.14 -0.40 1.71
H 1.646166 2.623922 0.215519 -3.95 -3.84 0.82
S -2.741940 -1.042581 0.256977 -0.51 -1.27 -0.14
N 0.321501 -1.661065 -0.317488 -1.74 -7.95 -0.51
```
Forces are in eV/Å.

Mulliken atomic charge list, values in e, 5 entries: N -0.731; H 0.339; H 0.418; H 0.306; N -0.456

***

[6]
Molecular formula: C12H20O4S2
Method: DFT, the ωB97M-V functional and the def2-TZVPD basis

## Properties
Energy in eV: -42629.15314
M in g/mol: 292.42
Energy relative to the best compared isomer or geometry (same formula, charge and spin) in kcal/mol: 0.0
Total charge: 0
Gap between HOMO and LUMO in eV: 9.99
HOMO level in eV: -9.36
SMILES: CC(=O)O[C@H](CCCCCSC(C)=O)SC(C)=O

```
38
Properties=species:S:1:pos:R:3:forces:R:3
H 3.830875 6.320745 2.980511 -0.26 0.07 0.20
O 0.599551 -2.746953 0.515190 0.08 0.31 -0.67
H 0.008229 3.725657 1.152062 0.61 -0.56 0.68
S -1.029921 -2.610946 -1.630118 0.63 -0.26 0.19
H -0.688699 -2.454241 -4.381236 -0.19 0.74 -0.15
H -0.714606 2.264281 3.054858 -0.35 0.00 0.39
H 0.277883 -0.914382 -0.552648 0.23 -0.63 0.16
C -0.400479 1.034499 1.336442 -0.21 -0.80 0.31
C -1.053576 -1.413746 -4.223812 -0.53 -1.71 0.55
O 1.709618 5.724493 0.786123 0.26 -0.46 0.57
H -0.342540 -0.715490 -4.652972 -0.06 0.19 0.14
H 2.480893 -4.892066 0.577541 0.16 0.24 0.09
H 2.448526 -3.767986 1.938599 0.15 -0.14 0.05
H 2.342081 7.267496 3.370826 0.33 -0.47 -0.17
H -1.722956 -2.173146 1.344288 -0.25 -0.07 -0.09
H 0.392980 0.871107 0.586177 -0.36 0.27 0.13
H -2.046427 -1.329375 -4.721117 0.68 0.17 0.43
O -1.403690 -0.082333 -2.244106 0.60 -1.76 -0.58
C -1.186585 -1.202939 -2.705513 -0.45 2.51 0.05
C -0.256333 -1.784662 -0.140495 -0.59 0.63 -0.36
C 2.049479 5.637286 1.948346 -0.32 1.15 -1.18
H 1.503239 2.788427 1.100032 0.39 0.22 -0.06
H 0.162464 -0.752852 2.326276 -0.18 -0.16 0.31
C -1.321882 -1.289339 0.847171 0.13 -0.15 0.18
H 3.812684 -3.659794 0.745443 -0.98 -0.10 -0.03
C 2.910164 6.752690 2.571642 -0.37 -0.82 1.12
H 0.826877 1.387553 3.068386 -0.34 0.49 -0.36
H -1.503797 -0.251526 2.710808 -0.19 0.12 0.45
C -0.766660 -0.335101 1.930326 0.40 -0.12 -1.58
C 2.729828 -3.867795 0.889600 -0.60 -0.06 -0.02
S 1.475473 4.317144 2.997887 0.24 -0.30 -0.02
C 0.104145 1.946876 2.428257 0.63 -0.10 0.35
H -1.274724 1.487867 0.859884 0.15 -0.08 -0.20
O 2.466773 -2.169674 -0.733526 -2.15 -0.97 1.08
H 3.199106 7.513910 1.872935 -0.15 0.04 -0.75
C 1.888970 -2.873999 0.094990 2.50 1.51 -0.85
H -2.137261 -0.787859 0.279642 0.60 -0.40 0.27
C 0.739024 3.144900 1.780026 -0.22 1.47 -0.63
```
Forces are in eV/Å.

Mulliken atomic charge list, values in e, 5 entries: H 0.296; O -0.348; H 0.355; S -0.233; H 0.346

***

Question: What is the M in the third record?
Answer: 92.12 g/mol